Record 1
DFT (ωB97M-V/def2-TZVPD) results for one molecule with the formula C4H5NO2 in a non-equilibrium geometry.

spin multiplicity: 1
highest occupied orbital energy: -9.3 eV
total charge: 0
SMILES: O=C1NC[C@H]2O[C@@H]12
energy relative to the best compared isomer or geometry (same formula, charge and spin): 91.11 kcal/mol

```
12
Properties=species:S:1:pos:R:3:lowdin_charge:R:1
O 1.196 2.212 0.880 0.081
C 0.593 1.271 0.418 -0.454
N 1.177 0.199 -0.210 0.078
C 0.334 -0.939 -0.476 -0.137
C -1.008 -0.551 0.073 -0.258
O -1.119 -0.077 1.351 -0.002
C -0.924 1.058 0.493 -0.031
H 2.183 0.141 -0.233 0.149
H 0.670 -1.845 0.033 0.128
H 0.252 -1.136 -1.555 0.129
H -1.901 -1.088 -0.263 0.161
H -1.454 0.754 -0.511 0.157
```



Record 2
DFT (ωB97M-V/def2-TZVPD) results for a 2-piece molecular cluster, C3H3N3O overall in a non-equilibrium geometry.

spin multiplicity: 1
highest occupied orbital energy: -8.8 eV
total charge: 0
SMILES: N=C=CC=O.N#N
energy relative to the best compared isomer or geometry (same formula, charge and spin): 48.26 kcal/mol

```
10
Properties=species:S:1:pos:R:3:lowdin_charge:R:1
N 1.780 0.082 0.490 0.245
C 0.867 -0.465 -0.016 -0.236
N 0.798 1.916 -0.955 0.057
N -0.093 1.406 -1.370 0.058
O -1.363 0.585 1.229 0.008
C -1.373 -0.439 0.573 -0.313
C -0.348 -0.840 -0.407 -0.142
H 2.385 0.764 0.894 0.108
H -2.115 -1.237 0.756 0.114
H -0.616 -1.440 -1.269 0.102
```



Record 3
DFT (ωB97M-V/def2-TZVPD) results for C36H47CdN5P2 as an isolated structure in a non-equilibrium geometry.

spin multiplicity: 1
highest occupied orbital energy: -7.7 eV
total charge: 0
energy relative to the best compared isomer or geometry (same formula, charge and spin): 0.00 kcal/mol

```
91
Properties=species:S:1:pos:R:3:lowdin_charge:R:1
Cd -0.445 -2.647 -0.954 1.196
C -0.813 3.570 -0.972 -0.126
C -1.467 2.710 -1.764 -0.095
C -1.063 2.115 -3.100 -0.206
C 0.244 1.290 -3.177 -0.187
C 1.562 1.970 -2.880 -0.114
C 1.839 3.272 -2.989 -0.096
C 0.857 4.403 -2.777 -0.196
C 0.279 4.523 -1.352 -0.194
C 1.620 -3.254 -0.820 -0.339
H -1.175 3.672 0.066 0.106
H -2.414 2.313 -1.362 0.105
H -1.074 2.873 -3.894 0.083
H -1.867 1.400 -3.367 0.088
H 0.158 0.469 -2.449 0.062
H 0.264 0.780 -4.168 0.100
H 2.350 1.275 -2.554 0.103
H 2.881 3.567 -3.214 0.105
H 0.024 4.371 -3.488 0.096
H 1.433 5.318 -2.972 0.105
H 1.085 4.517 -0.604 0.112
H -0.173 5.520 -1.261 0.112
H 1.940 -2.910 0.169 -0.049
H 2.268 -2.782 -1.553 -0.072
H 1.700 -4.341 -0.929 -0.076
P 1.460 -1.125 -6.954 1.105
P -2.264 -0.799 -6.914 1.079
N 2.719 0.081 -7.234 -0.284
N 2.320 -2.393 -7.978 -0.243
N -2.466 0.945 -7.219 -0.263
N -3.780 -1.192 -7.788 -0.272
C 0.314 -0.536 -8.311 -0.402
C -1.086 -1.194 -8.307 -0.408
C 3.672 0.374 -6.242 -0.147
C 4.752 1.024 -6.829 -0.091
C 4.462 1.146 -8.224 -0.083
C 3.209 0.580 -8.447 -0.166
C 2.287 -3.745 -7.612 -0.171
C 2.751 -4.528 -8.663 -0.105
C 3.102 -3.627 -9.720 -0.093
C 2.820 -2.336 -9.282 -0.154
C -2.600 1.911 -6.207 -0.147
C -2.332 3.173 -6.734 -0.088
C -2.112 2.992 -8.138 -0.084
C -2.193 1.632 -8.407 -0.185
C -4.378 -0.611 -8.916 -0.138
C -5.521 -1.334 -9.254 -0.091
C -5.625 -2.424 -8.325 -0.105
C -4.544 -2.325 -7.456 -0.164
H 0.797 -0.745 -9.285 0.071
H 0.252 0.559 -8.214 0.070
H -1.566 -0.978 -9.273 0.073
H -0.968 -2.290 -8.244 0.075
H 3.458 0.113 -5.217 0.088
H 5.638 1.368 -6.320 0.090
H 5.095 1.580 -8.979 0.090
H 2.627 0.528 -9.360 0.094
H 1.933 -4.018 -6.629 0.087
H 2.809 -5.611 -8.685 0.090
H 3.494 -3.892 -10.692 0.090
H 2.953 -1.400 -9.806 0.079
H -2.927 1.623 -5.218 0.085
H -2.262 4.100 -6.171 0.095
H -1.904 3.767 -8.865 0.095
H -2.115 1.109 -9.354 0.097
H -3.970 0.266 -9.396 0.081
H -6.201 -1.111 -10.069 0.092
H -6.402 -3.182 -8.310 0.090
H -4.239 -2.948 -6.629 0.088
C -0.624 -2.057 4.519 -0.089
N -1.823 -2.478 3.846 -0.312
C -2.771 -3.166 4.654 -0.112
C -2.005 -2.477 2.404 -0.179
C -1.395 -1.226 1.834 -0.292
C -1.486 -0.105 2.690 -0.086
C -0.642 0.987 2.515 -0.090
C 0.054 1.092 1.311 -0.103
C -0.070 0.075 0.340 -0.181
C -0.740 -1.121 0.608 -0.266
H -0.765 -2.336 5.574 0.080
H -0.481 -0.965 4.483 0.065
H 0.292 -2.530 4.131 0.093
H -2.568 -2.884 5.694 0.076
H -3.801 -2.879 4.397 0.082
H -2.679 -4.260 4.558 0.081
H -1.615 -3.404 1.941 0.101
H -3.096 -2.474 2.217 0.123
H -2.156 -0.175 3.556 0.122
H -0.540 1.722 3.311 0.103
H 0.675 1.963 1.100 0.094
H 0.344 0.257 -0.661 0.045
```